Density functional theory data (the ωB97M-V functional and the def2-TZVPD basis) for one molecule with the formula N2 in a non-equilibrium geometry.

Structure (XYZ):
```
2
Properties=species:S:1:pos:R:3:forces:R:3:mulliken_charge:R:1
N 0.05359 0.77485 -0.03017 -1.2 -17.3 0.7 0.000
N -0.05359 -0.77485 0.03017 1.2 17.3 -0.7 0.000
```
Positions in Å, forces in eV/Å.

Summary:
E_tot = -109.30421 hartree
Structure (SMILES) = N#N
LUMO level = -1.91 eV
HOMO = -12.6 eV
Orbital gap = 10.73 eV
Maximum force = 0.3378 hartree/bohr
Relative energy (zero: lowest compared OMol25 entry of this formula, charge and spin) = 155.9 kcal/mol
Multiplicity = 1